1.
# C29H51BCaN8OS3

A molecular structure, C29H51BCaN8OS3 in a non-equilibrium geometry (wB97M-V/def2-TZVPD, the Open Molecules 2025 dataset).

Last column: Löwdin charge in e.
Geometry (Å):
Ca  -0.432303  0.001899  -0.087398  1.080
S  -0.766381  -3.072270  -1.146328  0.648
S  -3.063720  -0.929069  -0.319541  0.480
S  -3.120280  1.903057  0.568398  0.649
O  -5.227867  0.516606  0.160309  -0.240
N  -0.085762  2.791160  -0.419315  -0.058
N  0.010302  1.947799  1.998455  -0.048
N  0.808810  -5.095604  -1.833090  0.020
N  -0.291009  1.802544  -1.314297  -0.077
N  2.002117  0.490798  0.118390  0.037
N  0.890242  -3.225700  -3.174057  0.005
N  2.025630  1.774508  0.544532  -0.036
N  -0.284747  0.632287  1.986271  -0.078
C  0.414194  -5.836571  -0.638638  -0.214
C  -3.880785  0.489912  0.142208  -1.309
C  -5.977814  -0.653039  -0.162858  -0.128
C  2.560211  -7.130809  -0.023044  -0.252
C  4.124039  1.105289  0.506794  -0.015
C  -0.732314  2.196882  -4.737145  -0.063
C  3.288565  2.162249  0.788327  -0.065
C  -1.007815  0.061078  -3.457148  -0.094
C  -0.489599  -3.033870  -6.076618  -0.106
C  -1.059089  2.297723  -2.284956  -0.291
C  1.092762  -4.799818  -5.120367  -0.198
C  -1.407895  1.532736  -3.528980  -0.351
C  -0.739051  3.897749  -0.805571  -0.084
C  -2.803896  -1.098066  3.629480  -0.051
C  3.265453  0.072977  0.094726  -0.283
C  4.212359  -1.232654  -1.795734  -0.059
C  0.523369  -4.138613  -6.376635  -0.259
C  3.578748  -6.509830  -0.979014  -0.109
C  3.705529  -1.292185  -0.348055  -0.362
C  -0.740262  -2.123413  2.605125  -0.081
C  -1.272187  -1.048242  3.551247  -0.354
C  0.371658  -3.857945  -2.102761  -0.834
C  1.122551  -7.184806  -0.553983  -0.196
C  -0.887226  1.489884  3.959676  -0.004
C  -1.382235  3.630519  -1.994335  -0.022
C  2.600743  -2.330040  -0.206192  -0.078
C  1.777983  -3.809004  -4.162315  -0.183
C  -0.347772  2.484862  3.173524  -0.063
C  -0.823938  0.332251  3.169261  -0.273
B  0.777486  2.635519  0.849096  -0.539
H  -0.713766  4.800498  -0.218270  0.127
H  0.534281  -7.813191  0.116187  0.111
H  0.333764  -2.007074  2.439001  0.071
H  -1.568303  -0.466751  -2.685183  0.010
H  -0.875976  -1.241521  4.552783  0.137
H  -1.259651  -2.078741  1.645762  0.006
H  1.134111  3.717921  1.213506  0.122
H  -2.491130  1.597157  -3.664540  0.147
H  4.628565  -2.195426  -2.101498  0.073
H  5.197356  1.072323  0.592102  0.103
H  1.465615  -5.540646  -2.453216  0.107
H  -1.265028  1.584455  4.963572  0.106
H  0.051616  -4.914252  -6.983817  0.105
H  -1.265557  -3.384159  -5.393087  0.083
H  -3.178574  -0.385739  4.365225  0.079
H  -0.668115  -5.970883  -0.658977  0.108
H  0.001922  -2.167607  -5.628325  0.053
H  1.816985  -5.562313  -5.418941  0.110
H  -3.232436  -0.844496  2.659867  0.053
H  2.209354  -2.985217  -4.731903  0.126
H  0.353562  2.141880  -4.632776  0.087
H  0.414203  -2.367930  -3.398474  0.084
H  1.102248  -7.670509  -1.536407  0.115
H  3.505006  3.153970  1.148453  0.119
H  2.609436  -4.296283  -3.643317  0.110
H  1.344728  -3.725144  -6.968677  0.108
H  2.563306  -6.574774  0.918253  0.108
H  0.065815  -0.021676  -3.249107  0.078
H  2.265562  -2.409601  0.829579  0.080
H  -1.018718  1.688769  -5.660021  0.075
H  -5.716933  -1.480209  0.496800  0.071
H  -5.797638  -0.961873  -1.192659  0.073
H  2.876291  -8.150218  0.209569  0.104
H  4.988938  -0.474448  -1.899356  0.076
H  1.747757  -2.052645  -0.824352  0.016
H  3.607923  -7.058536  -1.924078  0.076
H  -0.972425  -2.697928  -6.994261  0.075
H  -1.986283  4.306586  -2.575000  0.109
H  -7.022152  -0.380826  -0.029379  0.088
H  -1.218246  -0.423878  -4.412068  0.073
H  -0.924941  -3.113002  3.023121  0.085
H  4.578411  -6.539335  -0.544814  0.074
H  4.545415  -1.579024  0.291073  0.138
H  2.959147  -3.309111  -0.531786  0.065
H  0.635610  -5.230430  0.243614  0.109
H  3.346453  -5.464350  -1.183997  0.038
H  0.286207  -5.307553  -4.583859  0.111
H  3.390663  -0.974060  -2.467987  0.078
H  -1.013946  3.246741  -4.819334  0.074
H  -0.184591  3.528971  3.382742  0.123
H  -3.142411  -2.098990  3.905345  0.080

Forces on atoms 1 to 6 (eV/Å):
Ca -0.5814 -2.3193 -0.8925
S -0.2141 0.0508 0.1903
S -0.2864 -0.4983 -0.1831
S 0.0728 0.0456 0.1046
O 0.1409 -0.0306 0.0463
N -0.0243 0.4813 0.0678

Output
2S+1   1
Highest occupied orbital energy   -6.99 eV

2.
# C29H51BN6OPb

A molecular structure, C29H51BN6OPb in a non-equilibrium geometry (wB97M-V/def2-TZVPD, the Open Molecules 2025 dataset).

Last column: Löwdin charge in e.
Geometry (Å):
Pb  -1.387295  -3.275484  4.417570  0.704
O  3.548035  -3.803694  4.995770  -0.029
N  -8.547745  5.607266  1.774460  0.146
N  4.146345  -2.587944  4.546830  0.031
N  -1.195005  -6.536064  -1.306630  0.111
N  0.698445  6.021066  0.825000  0.011
N  -8.487835  -1.436144  -4.819460  -0.021
N  1.081025  2.291626  -5.072510  -0.004
C  5.045575  -2.603854  3.295660  -0.481
C  0.009765  -8.449784  -4.451290  -0.098
C  -7.541075  5.183536  1.438040  -0.244
C  -5.983645  6.618256  -0.797880  -0.100
C  -8.788885  -1.802834  -2.614080  -0.079
C  2.145585  1.436016  -5.231380  -0.124
C  -6.252255  4.713186  0.988250  -0.205
C  4.401865  -1.612074  5.682250  -0.424
C  -0.092335  -6.916464  -4.813840  -0.234
C  -7.378795  -1.573924  -2.886020  -0.091
C  5.558225  -2.113754  6.676190  -0.030
C  -5.904105  5.153726  -0.436640  -0.278
C  -9.406435  -1.841524  -3.898120  -0.140
C  1.167425  3.230146  -6.050960  -0.179
C  4.439775  -3.119034  2.102280  -0.057
C  6.403105  -3.296444  3.642290  0.002
C  5.860085  -0.221894  4.042190  -0.193
C  -1.130605  -6.335364  -2.466440  -0.212
C  -7.311255  -1.328404  -4.242150  -0.195
C  5.311455  -1.125614  2.982750  -0.153
C  2.901555  1.945206  -6.336220  -0.094
C  1.981915  2.777406  -7.011920  -0.131
C  -1.122645  -6.089114  -3.963000  -0.173
C  1.541805  7.373556  -0.632340  -0.186
C  0.738195  8.117206  0.067820  -0.125
C  1.715305  6.159316  -0.033940  -0.150
C  0.212435  7.250606  1.061730  -0.125
C  4.873695  -0.235594  5.207650  -0.160
C  3.164175  -1.325424  6.570800  -0.051
B  -1.380895  -0.252284  1.193950  -0.469
H  5.402945  0.284306  6.006210  0.124
H  -6.920095  7.053216  -0.448650  0.072
H  5.295855  -1.732964  7.663240  0.076
H  6.877755  -0.460444  4.351280  0.111
H  6.420875  -4.365844  3.852470  0.090
H  -2.340555  0.083176  1.555550  -0.114
H  6.607715  -1.906224  6.467400  0.073
H  -1.161305  0.394356  0.358560  -0.106
H  -10.416195  -1.836804  -4.281200  0.097
H  -1.424995  -1.287594  0.893240  -0.121
H  -5.980555  6.591206  -1.887540  0.074
H  -6.492205  -0.951724  -4.836850  0.109
H  -0.979385  -8.862854  -4.253670  0.067
H  -8.755915  -1.315664  -5.785760  0.154
H  -6.591525  -1.528614  -2.148080  0.089
H  -0.657465  -0.231014  1.994230  -0.130
H  4.032285  -4.126634  2.184810  0.097
H  -0.572025  7.450476  1.776630  0.100
H  6.016375  0.820006  3.762700  0.122
H  0.544965  -8.607774  -3.514960  0.067
H  2.377945  0.715966  -4.460710  0.096
H  3.217345  -0.497104  7.277310  0.094
H  6.237025  -1.114814  2.407160  0.124
H  3.539285  -2.533734  1.916170  0.101
H  0.602565  9.160976  -0.174150  0.101
H  -9.269965  -2.029864  -1.674170  0.078
H  -0.457955  -6.954644  -5.839980  0.091
H  -4.957695  4.686906  -0.709550  0.115
H  0.660705  2.523336  -4.183840  0.150
H  -6.288385  3.627506  0.898260  0.119
H  0.450815  4.038116  -6.058970  0.110
H  4.503355  -0.606974  2.466930  0.138
H  0.811525  -6.327494  -4.969510  0.098
H  6.824165  -2.907964  4.569600  0.060
H  -5.414245  4.901206  1.659420  0.119
H  2.239465  7.676686  -1.399030  0.104
H  5.022965  -3.072104  1.182610  0.111
H  4.002925  0.364736  4.944120  0.124
H  0.323575  -8.968374  -5.357210  0.065
H  2.238755  5.287876  -0.398620  0.108
H  -5.093835  7.110096  -0.404880  0.076
H  3.840485  1.511626  -6.647380  0.082
H  -0.940145  -5.035604  -4.174950  0.108
H  -6.707575  4.618656  -0.942840  0.106
H  2.791735  -2.183434  7.130450  0.079
H  7.087595  -3.198924  2.799640  0.094
H  0.369435  5.155366  1.228010  0.162
H  -2.154555  -6.356034  -4.191080  0.108
H  2.286235  3.170926  -7.970530  0.094
H  2.357155  -1.079994  5.880450  0.080
H  5.557765  -3.140904  7.040980  0.081

Forces on atoms 1 to 6 (eV/Å):
Pb 0.3885 0.4545 -0.5919
O 2.3333 5.5405 -2.4580
N -0.6495 0.1635 0.1482
N -1.7797 -4.7606 2.4492
N 0.2144 0.5438 -3.4787
N 0.3412 -0.0591 1.8574

Output
2S+1   1
Highest occupied orbital energy   -6.79 eV

The records above give, respectively, E values of -96496.626, -47795.128 eV.
The records above give, respectively, orbital gap values of 7.4, 2.9 eV.
The records above give, respectively, energy above the lowest of the compared OMol25 structures with the same formula, charge and spin values of 27.6, 62.2 kcal per mole.